No. 1
C3H8N2 in the gas phase. Source: the OMol25 dataset; level of theory: ωB97M-V/def2-TZVPD.

Each line ends with the Mulliken charge.
Cartesian coordinates (Å):
C: 0.758 0.667 -1.674  -0.891
C: 1.127 -0.059 -0.350  -0.486
N: 0.135 -1.042 0.090  -0.529
C: -0.856 -0.673 0.772  0.068
N: -1.187 0.607 1.201  -0.456
H: -0.264 0.334 -1.887  0.310
H: 1.387 0.365 -2.508  0.288
H: 0.843 1.748 -1.642  0.275
H: 1.464 0.730 0.327  0.314
H: 1.986 -0.701 -0.540  0.332
H: -1.600 -1.425 1.027  0.346
H: -0.709 1.475 0.971  0.220
H: -1.521 0.718 2.149  0.209

Summary:
- electronic energy (eV) = -6220.2073
- LUMO (eV) = 1.02
- relative energy (zero: lowest compared OMol25 entry of this formula, charge and spin) (kJ/mol) = 158.2
- SMILES = CC/N=C\N

---

No. 2
C3H8N2 in the gas phase. Source: the OMol25 dataset; level of theory: ωB97M-V/def2-TZVPD.

Each line ends with the Mulliken charge.
Cartesian coordinates (Å):
H: 2.909 -1.650 -0.741  0.218
N: 2.131 -1.054 -0.960  -0.672
C: 1.053 -1.083 -0.259  0.063
N: 0.732 -0.027 0.532  -0.384
C: -0.657 0.354 0.893  -0.525
C: -1.400 0.882 -0.341  -0.872
H: 0.275 -1.846 -0.421  0.322
H: 1.280 0.757 0.186  0.309
H: -0.462 1.178 1.579  0.294
H: -1.129 -0.465 1.428  0.353
H: -1.161 0.233 -1.180  0.288
H: -1.088 1.910 -0.509  0.296
H: -2.483 0.811 -0.207  0.311

Summary:
- electronic energy (eV) = -6219.3263
- LUMO (eV) = 1.07
- relative energy (zero: lowest compared OMol25 entry of this formula, charge and spin) (kJ/mol) = 243.2
- SMILES = [H]/N=C/NCC

---

No. 3
A molecular structure, C3H8N2. Source: the OMol25 dataset; level of theory: ωB97M-V/def2-TZVPD.

Each line ends with the Mulliken charge.
Cartesian coordinates (Å):
C: 1.501 0.574 -0.130  -0.270
C: 0.995 -0.955 0.039  -0.498
C: -1.805 -0.329 -0.058  -0.748
N: 0.159 1.094 -0.242  -0.391
N: -0.571 0.086 0.515  -0.318
H: 1.936 0.795 0.887  0.220
H: 2.245 0.822 -0.915  0.306
H: 0.658 -1.587 -0.837  0.316
H: 1.237 -1.352 1.080  0.252
H: -1.878 -0.359 -1.112  0.325
H: -1.855 -1.385 0.266  0.302
H: -2.524 0.554 0.279  0.254
H: -0.097 2.042 0.228  0.249

Summary:
- electronic energy (eV) = -6216.3297
- LUMO (eV) = 1.12
- relative energy (zero: lowest compared OMol25 entry of this formula, charge and spin) (kJ/mol) = 532.3

---

no.,E_HOMO (eV),molecular weight (g mol⁻¹),strongest force on any atom (eV Å⁻¹)
1,-9.27,72.11,1.21
2,-8.09,72.11,1.51
3,-7.84,72.11,5.13